A structure of composition C53H49FGeN4O6Pb, computed with the ωB97M-V functional and the def2-TZVPD basis.

CARTESIAN COORDINATES (ANGSTROEM)
Pb  -1.82  1.50  1.61
O  -4.56  2.16  4.87
C  -3.69  2.19  4.01
N  -3.40  1.23  3.12
C  -4.35  0.17  2.93
C  -4.66  0.03  1.46
C  -5.83  -0.55  0.99
C  -6.02  -0.63  -0.38
C  -5.04  -0.17  -1.24
C  -3.90  0.38  -0.71
N  -3.74  0.48  0.62
C  -2.84  3.45  3.89
C  -2.93  4.45  4.84
C  -2.19  5.60  4.65
C  -1.39  5.73  3.51
C  -1.36  4.68  2.61
N  -2.07  3.57  2.81
H  -3.96  -0.79  3.29
H  -5.26  0.38  3.49
H  -6.57  -0.91  1.69
H  -6.94  -1.07  -0.77
H  -5.16  -0.23  -2.32
H  -3.08  0.75  -1.32
H  -3.58  4.30  5.69
H  -2.23  6.41  5.37
H  -0.81  6.62  3.32
H  -0.76  4.71  1.71
C  0.10  3.79  -5.59
C  0.48  4.82  -4.53
C  1.86  5.43  -4.74
C  2.94  4.37  -4.60
C  2.79  3.63  -3.29
C  3.85  3.00  -2.70
C  3.70  2.36  -1.48
F  4.78  1.74  -0.94
C  2.52  2.35  -0.80
C  1.41  2.97  -1.39
C  0.13  2.96  -0.68
O  0.07  2.45  0.47
C  -0.96  3.57  -1.34
C  -0.75  4.17  -2.55
N  0.42  4.22  -3.19
C  1.54  3.61  -2.63
C  -2.37  3.62  -0.82
O  -3.16  4.38  -1.35
O  -2.70  2.83  0.17
H  0.21  4.21  -6.59
H  -0.93  3.47  -5.46
H  0.73  2.90  -5.51
H  -0.25  5.62  -4.54
H  2.02  6.21  -4.00
H  1.90  5.89  -5.73
H  3.93  4.82  -4.64
H  2.89  3.66  -5.43
H  4.83  3.00  -3.18
H  2.41  1.88  0.16
H  -1.59  4.65  -3.04
C  3.28  1.11  3.50
C  2.06  0.82  4.39
C  2.10  -0.64  4.87
C  2.06  1.76  5.60
C  0.84  1.03  3.61
C  -0.15  1.19  2.93
H  4.20  0.96  4.07
H  3.25  2.14  3.14
H  3.29  0.44  2.64
H  3.02  -0.82  5.44
H  2.09  -1.32  4.02
H  1.24  -0.87  5.50
H  2.96  1.60  6.21
H  1.18  1.58  6.23
H  2.05  2.80  5.28
O  -0.62  0.27  -1.37
C  -0.33  -0.30  -0.33
O  -1.14  -0.37  0.70
C  1.03  -0.93  -0.12
C  1.09  -2.32  0.54
Ge  0.84  -3.88  -0.60
C  -1.02  -4.23  -1.06
C  -1.34  -5.34  -1.85
C  -2.67  -5.67  -2.11
C  -3.69  -4.92  -1.55
C  -3.38  -3.84  -0.74
C  -2.06  -3.49  -0.51
C  1.39  -5.46  0.41
C  0.66  -5.82  1.55
C  1.00  -6.95  2.28
C  2.07  -7.74  1.88
C  2.80  -7.39  0.75
C  2.46  -6.26  0.02
C  2.04  -3.73  -2.14
C  3.12  -2.84  -2.07
C  4.02  -2.72  -3.12
C  3.86  -3.49  -4.27
C  2.80  -4.39  -4.35
C  1.90  -4.50  -3.29
H  1.51  -0.22  0.56
H  1.55  -0.90  -1.07
H  0.38  -2.37  1.38
H  2.08  -2.47  0.97
H  -0.56  -5.97  -2.25
H  -2.90  -6.53  -2.73
H  -4.73  -5.19  -1.74
H  -4.18  -3.26  -0.28
H  -1.84  -2.63  0.13
H  -0.19  -5.22  1.87
H  0.43  -7.22  3.16
H  2.34  -8.62  2.45
H  3.64  -8.01  0.44
H  3.04  -5.99  -0.86
H  3.28  -2.24  -1.18
H  4.85  -2.03  -3.05
H  4.55  -3.40  -5.09
H  2.66  -5.00  -5.23
H  1.08  -5.20  -3.38

## Properties
orbital gap: 8.54 eV
total charge: 0
LUMO level: -0.0055 Eh
HOMO level: -8.69 eV

A structure of composition C53H51BCrN7OP2S2Sb, computed with the ωB97M-V functional and the def2-TZVPD basis.

CARTESIAN COORDINATES (ANGSTROEM)
Cr  0.86  -0.44  -0.43
S  1.02  -0.20  2.04
P  1.25  1.68  1.27
C  0.76  1.62  -0.35
P  -0.57  2.52  -0.96
S  -2.48  2.06  -0.63
C  -0.30  4.30  -0.55
C  -1.40  5.14  -0.38
C  -1.22  6.49  -0.13
C  0.06  7.03  -0.04
C  1.16  6.20  -0.20
C  0.98  4.84  -0.45
C  -0.30  2.62  -2.81
C  0.99  2.78  -3.31
C  1.21  2.94  -4.68
C  0.13  2.93  -5.56
C  -1.15  2.74  -5.07
C  -1.37  2.59  -3.70
C  0.44  2.88  2.36
C  1.10  4.00  2.88
C  0.40  4.94  3.63
C  -0.96  4.77  3.86
C  -1.62  3.66  3.34
C  -0.92  2.72  2.60
C  3.03  2.07  1.42
C  3.73  1.78  2.58
C  5.09  2.06  2.67
C  5.76  2.61  1.58
C  5.06  2.88  0.41
C  3.70  2.61  0.33
H  -2.39  4.71  -0.44
H  -2.09  7.13  0.00
H  0.20  8.08  0.16
H  2.16  6.60  -0.12
H  1.84  4.20  -0.56
H  1.83  2.75  -2.63
H  2.22  3.07  -5.05
H  0.30  3.06  -6.62
H  -2.00  2.73  -5.75
H  -2.37  2.46  -3.30
H  2.16  4.14  2.70
H  0.91  5.81  4.03
H  -1.51  5.51  4.43
H  -2.68  3.52  3.51
H  -1.44  1.85  2.20
H  3.22  1.32  3.42
H  5.63  1.82  3.57
H  6.82  2.80  1.63
H  5.59  3.27  -0.46
H  3.16  2.74  -0.60
N  -3.64  -3.50  2.52
C  -3.26  -2.52  2.02
N  -2.90  -1.37  1.48
C  -1.94  -1.12  0.70
N  -1.10  -0.85  -0.06
C  3.04  -3.13  -2.82
C  2.96  -4.50  -2.18
C  3.68  -5.56  -2.74
C  3.65  -6.83  -2.17
C  2.89  -7.07  -1.03
C  2.17  -6.02  -0.47
C  2.21  -4.75  -1.03
Sb  1.07  -3.22  -0.06
C  -0.76  -4.23  -0.54
C  -1.09  -3.89  -1.86
C  -2.24  -4.37  -2.47
C  -3.09  -5.20  -1.75
C  -2.76  -5.56  -0.46
C  -1.59  -5.11  0.16
C  -1.29  -5.62  1.55
C  1.58  -3.60  1.96
C  0.58  -3.52  2.93
C  0.87  -3.63  4.28
C  2.19  -3.80  4.67
C  3.19  -3.83  3.72
C  2.92  -3.72  2.35
C  4.08  -3.68  1.39
H  3.17  -3.22  -3.90
H  3.88  -2.56  -2.43
H  2.14  -2.55  -2.64
H  4.27  -5.38  -3.63
H  4.22  -7.63  -2.63
H  2.86  -8.05  -0.59
H  1.59  -6.21  0.43
H  -0.44  -3.22  -2.42
H  -2.47  -4.09  -3.49
H  -4.00  -5.57  -2.20
H  -3.42  -6.22  0.10
H  -1.54  -6.68  1.61
H  -1.89  -5.10  2.30
H  -0.24  -5.51  1.81
H  -0.45  -3.34  2.63
H  0.07  -3.56  5.01
H  2.44  -3.89  5.72
H  4.23  -3.93  4.03
H  5.00  -3.40  1.91
H  3.94  -2.94  0.60
H  4.24  -4.65  0.91
C  -1.73  -0.38  -5.47
N  -0.60  -0.45  -4.57
C  0.78  -0.25  -4.93
C  1.45  -0.19  -3.57
O  2.61  0.06  -3.43
N  0.47  -0.45  -2.57
C  -0.70  -0.51  -3.23
N  -1.89  -0.61  -2.65
H  -1.37  -0.06  -6.44
H  -2.46  0.36  -5.14
H  -2.23  -1.35  -5.59
H  0.93  0.70  -5.44
H  1.19  -1.07  -5.52
H  -1.92  -0.48  -1.64
H  -2.72  -0.44  -3.19
B  5.58  -0.71  -0.71
C  4.00  -0.60  -0.63
N  2.85  -0.51  -0.56
H  6.00  -0.74  0.44
H  5.99  0.26  -1.32
H  5.84  -1.75  -1.29

## Properties
orbital gap (spin up / spin down): 6.83 / 7.07 eV
total charge: -1
LUMO level (spin up / spin down): 0.0731 / 0.0731 Eh
HOMO level (spin up / spin down): -4.84 / -5.09 eV
2S+1: 4
⟨S²⟩: 3.817